Molecular formula: C19H43N5O13S2
Method: DFT, wB97M-V/def2-TZVPD

gap between HOMO and LUMO = 8.742 eV
DFT total energy = -76138.4562 eV
SMILES string = O=S1(=O)OCCO1.O=S1(=O)OCCO1.CNC(C)=O.CNC(C)=O.CNC(C)=O.CNC(C)=O.CNC(C)=O
energy relative to the best compared isomer or geometry (same formula, charge and spin) = 0.0 kcal/mol

Structure (ORCA input):
```
! RIJCOSX wB97M-V def2-TZVPD def2/J DEFGRID3
* xyz 0 1
O 3.24 0.25 -1.28
S 4.67 0.20 -1.10
O 5.19 0.54 0.20
O 5.34 -1.23 -1.57
C 6.71 -0.93 -1.84
C 6.61 0.31 -2.69
O 5.47 1.03 -2.25
H 7.22 -0.77 -0.89
H 7.17 -1.79 -2.33
H 6.51 0.10 -3.76
H 7.51 0.93 -2.62
O -1.20 0.21 5.00
S -1.73 -0.58 6.05
O -2.41 0.08 7.14
O -2.65 -1.78 5.48
C -1.84 -2.88 5.06
C -0.76 -2.94 6.16
O -0.60 -1.57 6.61
H -2.46 -3.77 5.00
H -1.37 -2.71 4.09
H 0.23 -3.15 5.78
H -1.12 -3.56 6.98
C -3.06 -1.95 1.66
N -3.75 -1.30 2.78
C -4.37 -0.09 2.58
C -4.99 0.54 3.82
O -4.54 0.34 1.45
H -2.44 -1.27 1.09
H -3.81 -2.42 1.02
H -2.55 -2.75 2.19
H -3.58 -1.68 3.69
H -4.21 1.06 4.38
H -5.37 -0.28 4.43
H -5.78 1.20 3.46
C -1.08 1.77 2.33
N -1.20 1.23 1.00
C -0.27 1.37 0.04
C -0.29 0.37 -1.10
O 0.69 2.13 0.18
H -0.80 2.82 2.29
H -0.27 1.30 2.88
H -1.99 1.62 2.90
H -1.92 0.55 0.82
H -0.58 0.97 -1.98
H -1.06 -0.39 -1.01
H 0.72 0.05 -1.35
C 4.18 3.83 -0.23
N 2.82 3.98 -0.71
C 2.43 4.91 -1.59
C 1.01 4.81 -2.12
O 3.18 5.76 -2.06
H 4.46 2.78 -0.19
H 4.31 4.21 0.79
H 4.84 4.40 -0.88
H 2.19 3.28 -0.36
H 0.24 5.03 -1.37
H 0.83 3.81 -2.51
H 0.95 5.55 -2.91
C 1.35 -2.28 0.68
N 0.54 -2.97 -0.33
C -0.51 -3.74 -0.01
C -1.38 -4.14 -1.19
O -0.88 -4.03 1.12
H 2.39 -2.56 0.50
H 1.00 -2.48 1.68
H 1.28 -1.22 0.40
H 0.67 -2.61 -1.26
H -2.33 -3.70 -0.89
H -1.48 -5.21 -1.40
H -1.09 -3.81 -2.19
C -1.90 -1.29 -4.80
N -1.81 -0.14 -5.68
C -1.98 1.11 -5.15
C -2.08 2.18 -6.21
O -2.22 1.36 -3.99
H -2.54 -2.06 -5.24
H -2.34 -1.12 -3.82
H -0.96 -1.84 -4.69
H -1.79 -0.35 -6.65
H -1.28 2.27 -6.94
H -2.33 3.15 -5.79
H -2.98 1.92 -6.79
*
```

---

Molecular formula: C19H43O2P3Sn
Method: DFT, wB97M-V/def2-TZVPD

gap between HOMO and LUMO (alpha / beta) = 3.706 / 4.684 eV
DFT total energy = -58145.2947 eV
energy relative to the best compared isomer or geometry (same formula, charge and spin) = 143.7 kcal/mol

Structure (ORCA input):
```
! RIJCOSX wB97M-V def2-TZVPD def2/J DEFGRID3
* xyz 4 1
Sn -0.47 0.93 -1.27
P 1.45 -0.73 1.13
P 1.20 2.88 -0.90
P -1.37 -2.21 -0.92
H 0.49 2.28 -4.45
C -0.53 2.47 -4.85
C -1.47 3.19 -4.24
H -1.26 3.94 -3.48
C 2.77 -1.86 0.50
C 2.47 0.26 2.27
C 0.67 -1.84 2.35
C 0.98 4.20 -2.12
C 1.10 3.52 0.78
C 2.91 2.24 -1.10
C -2.65 -2.74 -2.14
C -1.88 -3.22 0.54
C 0.06 -3.15 -1.59
H -0.77 2.10 -5.88
H -2.52 3.13 -4.57
H 3.43 -2.13 1.32
H 3.33 -1.35 -0.28
H 2.33 -2.75 0.07
H 3.07 -0.42 2.89
H 1.82 0.86 2.93
H 3.13 0.94 1.74
H 0.79 -2.89 2.06
H -0.40 -1.61 2.42
H 1.11 -1.69 3.34
H 1.83 4.89 -2.04
H 0.03 4.71 -1.90
H 0.92 3.78 -3.14
H 1.88 4.28 0.89
H 1.26 2.73 1.52
H 0.12 3.97 0.95
H 3.58 3.11 -1.15
H 3.01 1.68 -2.05
H 3.20 1.59 -0.26
H -3.09 -3.70 -1.87
H -2.19 -2.82 -3.13
H -3.41 -1.96 -2.17
H -2.48 -4.08 0.23
H -2.52 -2.57 1.16
H -1.03 -3.53 1.14
H -0.27 -4.08 -2.06
H 0.77 -3.38 -0.79
H 0.57 -2.53 -2.34
C -1.43 -0.28 -4.07
C -0.26 -0.77 -4.70
C -0.42 -1.52 -5.89
C -1.69 -1.62 -6.49
C -2.84 -1.29 -5.75
C -2.69 -0.78 -4.46
O -1.44 0.60 -3.10
H 0.80 -0.27 -1.96
H 0.69 -0.54 -4.23
H 0.43 -2.01 -6.35
H -1.87 -2.01 -7.51
H -3.87 -1.47 -6.14
H -3.47 -0.64 -3.68
C -3.34 1.30 2.79
C -2.67 0.82 1.52
O -2.08 1.84 0.70
H -2.66 1.87 3.43
H -3.63 0.41 3.38
H -4.23 1.90 2.58
H -1.82 0.15 1.70
H -3.35 0.27 0.88
H -2.14 2.69 1.15
*
```

---

Molecular formula: C19H43OP3PbS2
Method: DFT, wB97M-V/def2-TZVPD

gap between HOMO and LUMO (alpha / beta) = 5.465 / 5.283 eV
DFT total energy = -77188.5101 eV
energy relative to the best compared isomer or geometry (same formula, charge and spin) = 0.0 kcal/mol

Structure (ORCA input):
```
! RIJCOSX wB97M-V def2-TZVPD def2/J DEFGRID3
* xyz 4 1
Pb -1.46 1.65 -2.91
P -0.78 -2.70 -0.87
P -0.69 -1.65 2.51
P 2.98 -1.06 0.83
H 1.44 5.94 -3.50
C 2.18 5.19 -3.80
C 1.97 4.20 -4.67
H 1.06 4.11 -5.29
C -2.47 -2.66 -1.60
C -0.94 -4.30 0.05
C 0.12 -3.35 -2.34
C -0.49 -0.28 3.73
C -2.45 -2.06 2.87
C 0.13 -3.02 3.47
C 4.42 -0.51 -0.13
C 2.87 -2.84 0.86
C 3.05 -0.36 2.48
H 3.18 5.35 -3.38
H 2.75 3.44 -4.83
H -2.70 -1.64 -1.91
H -3.21 -2.98 -0.85
H -2.51 -3.34 -2.47
H -1.73 -4.23 0.81
H 0.02 -4.52 0.55
H -1.17 -5.12 -0.65
H 0.29 -2.52 -3.05
H -0.50 -4.13 -2.82
H 1.08 -3.77 -2.04
H -0.73 -0.62 4.75
H -1.17 0.53 3.44
H 0.54 0.09 3.69
H -2.55 -2.45 3.90
H -2.80 -2.83 2.16
H -3.08 -1.17 2.76
H -0.33 -3.12 4.46
H 1.20 -2.80 3.59
H 0.03 -3.96 2.91
H 5.32 -0.67 0.49
H 4.32 0.56 -0.38
H 4.49 -1.10 -1.06
H 3.85 -3.23 1.17
H 2.64 -3.21 -0.15
H 2.09 -3.16 1.56
H 4.11 -0.27 2.77
H 2.52 -1.00 3.19
H 2.59 0.64 2.47
C 1.34 2.42 -1.78
C 2.11 3.22 -0.92
C 1.57 4.42 -0.43
C 0.30 4.83 -0.84
C -0.37 4.18 -1.87
C 0.30 3.13 -2.52
S 1.33 0.73 -1.88
H 1.86 -0.50 0.15
H 3.09 2.86 -0.59
H 2.15 5.05 0.27
H -0.16 5.69 -0.36
H -1.33 4.54 -2.24
H 0.44 3.19 -3.62
C -4.10 2.46 0.42
S -3.20 0.91 0.52
C -4.64 -0.15 0.62
O -2.57 0.77 -0.90
H -4.78 2.54 1.27
H -4.66 2.47 -0.52
H -3.37 3.27 0.46
H -5.19 -0.14 -0.33
H -4.35 -1.18 0.87
H -5.29 0.22 1.43
*
```